1.
18
Properties=species:S:1:pos:R:3:forces:R:3 method="wB97M-V/def2-TZVPD" homo_energy_ev=-9.3 total_charge=0 smiles="O=C(O)CCCS.O" lumo_ev=0.491 gap_ev=9.820 energy_ha=-782.33030
O 1.802 -1.626 -0.371 0.2 -0.1 0.3
C 0.814 -1.304 0.235 -0.3 0.0 -0.8
O 0.347 -1.975 1.286 -0.5 0.1 0.6
C -0.091 -0.164 -0.158 0.1 0.7 0.2
C -0.732 0.571 1.014 -1.2 0.9 -0.2
C -1.754 1.573 0.442 0.8 -0.1 -0.4
S -2.411 2.720 1.679 0.0 -0.1 0.0
H 0.884 -2.742 1.520 0.3 0.0 -0.3
H 0.438 0.550 -0.796 0.4 -0.3 0.2
H -0.893 -0.510 -0.820 0.1 -0.5 0.2
H -0.081 1.142 1.676 0.5 -0.3 -0.2
H -1.306 -0.098 1.617 -0.1 -0.7 0.6
H -1.183 2.147 -0.289 -0.3 0.2 -0.1
H -2.554 1.040 -0.071 0.0 0.1 0.0
H -2.765 3.643 0.782 -0.1 0.1 0.1
O 2.990 -1.724 -2.896 -0.5 -0.1 -0.6
H 3.936 -1.607 -2.819 0.1 0.1 0.4
H 2.559 -1.635 -2.033 0.5 0.1 0.0


2.
98
Properties=species:S:1:pos:R:3:forces:R:3 method="wB97M-V/def2-TZVPD" homo_energy_ev=-3.4 total_charge=-1 lumo_ev=1.280 gap_ev=4.648 energy_ha=-2241.80263
C -6.535 -22.886 3.814 0.5 0.4 -0.5
C -5.914 -21.508 4.088 1.0 1.0 0.4
C -6.935 -20.394 4.397 -0.6 -0.7 -0.5
C -7.613 -20.466 5.767 0.7 -0.4 -0.3
C -6.510 -20.411 6.826 -1.0 -0.2 -0.8
C -5.467 -21.491 6.626 1.9 0.4 -1.0
N -4.943 -21.466 5.221 -0.3 1.7 0.0
O -3.685 -22.070 5.006 -0.7 -0.3 0.3
C -5.884 -22.904 7.052 0.6 -0.6 0.1
C -4.319 -21.015 7.538 1.7 -1.4 0.8
C -5.146 -20.962 2.800 0.0 -1.0 1.3
H -7.134 -23.292 4.628 -0.2 0.2 -0.1
H -5.751 -23.618 3.617 0.1 0.1 0.1
H -7.090 -22.806 2.876 -0.4 -0.2 0.1
H -7.689 -20.488 3.609 -0.2 0.1 0.0
H -6.456 -19.432 4.212 0.1 0.1 0.3
H -8.120 -21.433 5.799 -0.2 0.0 0.2
H -8.355 -19.670 5.834 0.0 0.0 0.3
H -6.858 -20.580 7.849 -0.4 0.3 0.1
H -6.051 -19.426 6.721 0.2 0.0 0.3
H -5.278 -23.599 6.463 -0.3 0.1 -0.6
H -6.946 -23.112 6.921 0.0 -0.1 0.0
H -5.553 -23.259 8.032 -0.5 0.7 0.5
H -4.610 -20.727 8.552 -0.6 0.0 0.0
H -3.549 -20.306 7.224 -0.8 0.5 -0.9
H -3.636 -21.861 7.694 -0.1 -0.3 0.0
H -4.597 -21.804 2.377 0.2 0.2 -0.2
H -4.457 -20.205 3.176 0.2 -0.1 -0.1
H -5.743 -20.493 2.017 -0.5 -0.3 0.2
O -4.462 -20.456 -0.651 -0.1 -0.2 -0.1
H -4.497 -20.367 -1.608 0.1 0.0 -0.1
H -4.972 -19.711 -0.320 0.1 0.0 0.2
O -3.291 -17.293 6.351 -0.3 0.1 0.1
H -2.877 -16.431 6.254 0.2 0.0 -0.1
H -3.366 -17.423 7.301 0.1 -0.1 0.1
O -10.691 -20.806 5.484 -0.1 -0.1 -0.1
H -11.043 -21.702 5.498 -0.1 -0.1 0.0
H -10.238 -20.737 4.639 0.1 0.0 0.0
O -5.264 -25.903 1.387 -0.3 -0.2 -0.2
H -4.653 -25.530 2.041 0.0 0.0 0.2
H -5.475 -25.161 0.816 0.2 0.1 0.0
O -5.628 -17.261 2.036 0.1 0.0 -0.2
H -5.548 -17.110 2.984 -0.1 0.2 -0.1
H -6.127 -18.081 1.970 -0.1 -0.1 0.1
O -5.870 -17.001 4.946 0.3 0.1 0.1
H -5.121 -17.612 4.947 0.1 -0.1 0.3
H -5.734 -16.453 5.724 0.1 0.0 0.0
O -10.152 -24.042 7.873 0.0 -0.1 -0.1
H -9.833 -24.853 8.278 0.0 -0.1 0.0
H -9.555 -23.360 8.192 0.0 0.1 0.0
O -3.698 -23.662 -0.147 -0.2 0.0 0.0
H -3.824 -24.025 -1.028 0.0 -0.1 0.0
H -4.144 -22.807 -0.168 0.1 0.2 0.1
O -10.233 -20.696 8.211 0.2 -0.2 0.3
H -9.844 -20.735 7.328 -0.2 0.2 -0.3
H -9.609 -21.165 8.773 0.0 0.1 0.2
O -6.265 -25.349 9.677 -0.1 0.0 0.0
H -7.153 -25.607 9.934 0.0 -0.1 0.1
H -6.169 -24.446 10.006 0.0 0.3 0.0
O -8.439 -17.063 4.032 -0.1 0.2 0.3
H -7.544 -16.933 4.392 -0.4 -0.2 -0.2
H -8.411 -17.943 3.643 0.1 0.1 -0.2
O -2.743 -24.286 9.287 0.1 0.5 0.1
H -2.988 -23.478 8.821 0.0 0.0 -0.1
H -2.514 -23.999 10.174 0.0 -0.1 0.1
O -0.572 -22.491 5.230 0.3 -0.3 0.3
H -1.426 -22.804 5.550 -0.2 0.2 -0.2
H -0.773 -21.651 4.807 -0.1 0.0 -0.1
O -6.455 -26.348 6.516 -0.3 0.0 0.0
H -5.634 -25.908 6.776 0.2 -0.1 -0.3
H -7.147 -25.814 6.914 0.0 0.1 0.0
O -4.056 -26.207 7.889 -0.1 0.1 -0.2
H -3.628 -25.484 8.374 0.0 -0.4 0.0
H -4.927 -26.287 8.294 0.1 -0.1 0.4
O -3.622 -24.955 3.427 0.2 -0.2 0.0
H -3.848 -24.617 4.302 0.0 0.3 0.0
H -2.872 -24.419 3.150 0.0 0.2 0.1
O -8.172 -18.812 1.781 -0.1 -0.2 -0.3
H -8.267 -18.133 1.105 0.0 0.2 0.1
H -8.898 -19.422 1.617 0.0 -0.1 0.0
O -1.039 -19.477 8.423 -0.1 0.2 0.4
H -0.321 -20.089 8.605 0.1 -0.1 -0.2
H -1.837 -20.003 8.522 0.0 -0.1 -0.2
O -6.503 -19.953 10.534 0.0 0.3 -0.1
H -6.808 -19.930 9.619 -0.1 0.1 -0.1
H -5.812 -19.284 10.574 0.0 0.1 0.0
O -2.038 -19.750 5.157 0.1 0.5 0.0
H -2.445 -19.015 5.626 0.2 0.1 -0.1
H -2.729 -20.436 5.121 -0.4 -1.0 -0.1
O -6.031 -22.533 10.925 0.2 -0.3 0.0
H -6.068 -21.572 10.737 -0.1 -0.3 0.1
H -5.240 -22.647 11.459 0.0 -0.1 0.1
O -1.614 -20.992 2.689 0.2 -0.1 -0.4
H -1.559 -20.195 3.227 -0.2 0.0 0.2
H -2.436 -21.413 2.972 -0.1 0.0 0.3
O -9.869 -24.834 4.472 -0.1 0.2 -0.1
H -9.546 -24.298 5.203 0.0 0.0 0.1
H -10.305 -25.578 4.894 0.0 0.0 0.0


3.
73
Properties=species:S:1:pos:R:3:forces:R:3 method="wB97M-V/def2-TZVPD" homo_energy_ev=0.0 total_charge=-2 lumo_ev=4.600 gap_ev=4.609 energy_ha=-2358.75707
Pd -0.360 -0.322 -0.151 -0.1 0.0 0.0
C -3.189 -4.219 -1.626 0.0 0.0 0.0
Si -1.951 -3.070 -0.731 0.0 0.0 0.0
C -0.276 -3.751 -1.275 0.0 0.0 0.0
C -2.148 -3.511 1.101 0.0 0.0 0.0
N -2.061 -1.425 -1.029 0.0 0.0 0.0
C -3.054 -0.593 -1.463 0.0 0.0 0.0
C -4.349 -1.014 -1.798 0.0 0.0 0.0
C -5.350 -0.138 -2.227 0.0 0.0 0.0
C -5.071 1.210 -2.323 0.0 0.0 0.0
C -3.792 1.668 -1.991 0.0 0.0 0.0
C -2.758 0.823 -1.572 0.0 0.0 0.0
N -1.492 1.245 -1.240 0.0 0.0 0.0
Si -0.777 2.765 -1.306 0.0 0.0 -0.1
C 1.030 2.674 -1.831 0.0 0.0 0.0
C -0.847 3.717 0.337 0.0 0.0 0.0
C -1.483 4.037 -2.549 0.0 0.0 0.0
H -2.835 -5.255 -1.585 0.0 0.0 0.0
H -3.293 -3.936 -2.677 0.0 0.0 0.0
H -4.183 -4.188 -1.172 0.0 0.0 0.0
H -0.162 -4.807 -1.007 0.0 0.0 0.0
H 0.539 -3.182 -0.823 0.0 0.0 0.0
H -0.174 -3.657 -2.361 0.0 0.0 0.0
H -2.059 -4.589 1.276 0.0 0.0 0.0
H -3.131 -3.186 1.457 0.0 0.0 0.0
H -1.392 -2.997 1.700 0.0 0.0 0.0
H -4.583 -2.067 -1.708 0.0 0.0 0.0
H -6.337 -0.523 -2.468 0.0 0.0 0.0
H -5.833 1.917 -2.641 0.0 0.0 0.0
H -3.592 2.730 -2.054 0.0 0.0 0.0
H 1.586 1.905 -1.295 0.0 0.0 0.0
H 1.533 3.638 -1.688 0.0 0.0 0.0
H 1.086 2.415 -2.893 0.0 0.0 0.0
H -0.377 3.167 1.155 0.0 0.0 0.0
H -1.893 3.883 0.614 0.0 0.0 0.0
H -0.359 4.694 0.255 0.0 0.0 0.0
H -1.691 3.574 -3.517 0.0 0.0 0.0
H -0.739 4.827 -2.700 0.0 0.0 0.0
H -2.403 4.513 -2.200 0.0 0.0 0.0
N 1.752 -2.133 1.682 0.0 0.0 0.0
S 1.120 -0.718 1.295 0.0 0.0 0.0
C 0.539 -0.023 2.890 0.0 0.0 0.0
C 1.192 -0.392 4.057 0.0 0.0 0.0
C 0.779 0.137 5.270 0.0 0.0 0.0
C -0.294 1.022 5.315 0.0 0.0 0.0
C -0.958 1.365 4.147 0.0 0.0 0.0
C -0.545 0.838 2.927 0.0 0.0 0.0
C 2.645 0.286 1.322 0.0 0.0 0.0
C 2.532 1.663 1.189 0.0 0.0 0.0
C 3.670 2.450 1.172 0.0 0.0 0.0
C 4.927 1.860 1.274 0.0 0.0 0.0
C 5.033 0.483 1.394 0.0 0.0 0.0
C 3.889 -0.311 1.422 0.0 0.0 0.0
H 1.128 -2.805 1.244 0.0 0.0 0.0
H 2.000 -1.111 3.989 0.0 0.0 0.0
H 1.289 -0.141 6.186 0.0 0.0 0.0
H -0.618 1.433 6.265 0.0 0.0 0.0
H -1.807 2.038 4.178 0.0 0.0 0.0
H -1.057 1.069 1.997 0.0 0.0 0.0
H 1.547 2.098 1.072 0.0 0.0 0.0
H 3.577 3.523 1.057 0.0 0.0 0.0
H 5.820 2.474 1.246 0.0 0.0 0.0
H 6.011 0.019 1.462 0.0 0.0 0.0
H 3.927 -1.389 1.515 0.0 0.0 0.0
C 4.353 -1.468 -2.061 0.0 0.0 0.0
C 2.863 -1.667 -1.859 0.0 0.0 0.0
O 2.196 -0.497 -2.281 0.0 0.0 0.0
H 4.906 -2.366 -1.770 0.0 0.0 0.0
H 4.700 -0.630 -1.453 0.0 0.0 0.0
H 4.572 -1.246 -3.108 0.0 0.0 0.0
H 2.656 -1.882 -0.806 0.0 0.0 0.0
H 2.519 -2.537 -2.436 0.0 0.0 0.0
H 1.356 -0.415 -1.783 0.0 0.0 0.0


4.
122
Properties=species:S:1:pos:R:3:forces:R:3 method="wB97M-V/def2-TZVPD" homo_energy_ev="-0.9 / -3.7" total_charge=-1 lumo_ev="2.398 / 0.925" gap_ev="3.319 / 4.664" multiplicity=6 energy_ha=-3918.55295
Ir 0.658 -1.080 -0.415 -0.3 -1.6 0.8
C 0.076 -2.871 5.932 0.0 -0.1 0.0
C 0.512 -2.434 4.527 -0.1 0.0 -0.1
C 1.099 -3.621 3.772 0.0 0.0 0.1
C 1.566 -1.346 4.703 -0.1 0.0 0.0
N -0.706 -1.957 3.801 0.0 0.1 0.0
C -1.939 -2.528 4.083 -0.1 0.0 0.0
C -2.870 -1.825 3.419 0.0 0.0 0.0
N -2.234 -0.837 2.710 -0.1 -0.2 0.1
B -3.087 0.229 1.970 0.3 0.6 0.3
N -3.547 -0.217 0.568 0.1 0.0 -0.3
C -4.641 0.405 0.017 0.0 0.1 0.1
C -4.894 -0.165 -1.168 0.1 0.0 -0.1
N -3.946 -1.159 -1.368 0.1 0.0 0.2
C -3.113 -1.186 -0.274 -0.3 0.5 -0.3
S -1.822 -2.261 0.041 1.0 -0.1 -0.3
C -4.036 -1.964 -2.628 0.0 0.0 0.0
C -3.939 -0.978 -3.796 -0.1 0.0 0.0
C -5.401 -2.660 -2.624 0.0 0.0 0.0
C -2.969 -3.038 -2.813 0.0 0.0 0.1
N -2.392 1.616 2.086 -1.0 -2.2 1.9
C -2.176 2.064 3.367 -0.5 -0.9 -0.9
C -1.632 3.294 3.321 0.3 0.8 -0.9
N -1.496 3.646 1.994 1.2 2.2 1.8
C -1.949 2.584 1.207 -0.1 0.3 -2.6
S -1.986 2.511 -0.487 -0.1 -0.2 0.3
C -1.002 4.975 1.549 -0.2 -0.5 0.4
C -2.101 5.699 0.767 0.0 0.1 0.0
C 0.271 4.828 0.718 0.0 0.0 0.0
C -0.672 5.805 2.789 0.0 0.1 -0.1
C -0.902 -0.947 2.887 0.1 0.0 -0.1
S 0.274 -0.053 2.007 0.3 -0.2 0.1
H 0.969 -3.047 6.532 0.0 0.0 0.0
H -0.497 -3.798 5.924 0.0 0.0 0.0
H -0.518 -2.095 6.416 0.0 0.0 0.0
H 1.923 -4.053 4.345 0.0 0.0 0.0
H 1.481 -3.308 2.805 0.1 0.1 -0.1
H 0.344 -4.394 3.612 0.0 0.0 0.0
H 2.342 -1.745 5.360 0.0 0.0 0.0
H 1.144 -0.450 5.160 0.0 0.0 0.0
H 2.010 -1.063 3.760 0.1 0.1 -0.2
H -2.050 -3.371 4.736 0.0 0.0 0.0
H -3.937 -1.940 3.383 0.0 0.0 0.0
H -4.105 0.316 2.636 -0.1 -0.1 0.0
H -5.127 1.225 0.513 0.0 0.0 0.0
H -5.646 0.068 -1.898 0.0 0.0 0.0
H -4.784 -0.287 -3.822 0.0 0.0 0.0
H -3.927 -1.533 -4.736 0.0 0.0 0.0
H -3.019 -0.399 -3.722 0.0 0.0 0.0
H -6.227 -1.953 -2.536 0.0 0.0 0.0
H -5.460 -3.366 -1.793 0.0 0.0 0.0
H -5.525 -3.213 -3.556 0.0 0.0 0.0
H -1.964 -2.629 -2.843 0.1 0.0 0.0
H -3.183 -3.516 -3.773 0.0 0.0 0.0
H -2.998 -3.789 -2.030 0.0 0.0 0.1
H -2.427 1.455 4.218 0.0 0.0 0.1
H -1.330 3.934 4.127 0.0 -0.1 0.0
H -2.390 5.131 -0.112 0.0 0.0 -0.1
H -1.730 6.678 0.455 0.0 0.0 0.0
H -2.981 5.847 1.400 0.0 0.0 0.0
H 0.068 4.353 -0.233 0.0 -0.1 -0.1
H 1.010 4.225 1.248 0.0 0.0 0.0
H 0.694 5.817 0.530 0.0 0.0 0.0
H -1.539 5.934 3.439 0.0 0.0 0.0
H -0.355 6.792 2.452 0.0 0.0 0.0
H 0.149 5.371 3.363 0.0 0.0 0.0
O 1.220 2.185 -1.445 -0.1 0.1 0.1
H 0.273 2.185 -1.227 0.1 0.1 0.0
H 1.561 1.386 -0.990 0.2 0.0 0.1
Te -0.248 -0.300 -2.682 0.0 0.1 -0.3
C 1.653 -5.885 -1.309 0.0 0.0 0.0
C 1.854 -4.934 -2.301 -0.1 0.0 0.1
C 1.564 -3.596 -2.059 0.0 0.2 -0.1
C 1.073 -3.154 -0.826 0.1 1.2 0.2
C 0.857 -4.136 0.145 -0.1 0.1 0.1
C 1.144 -5.478 -0.083 0.0 0.0 -0.1
H 1.875 -6.929 -1.494 0.0 0.0 0.0
H 2.234 -5.236 -3.272 0.0 0.0 0.0
H 1.721 -2.876 -2.857 0.0 0.0 0.1
H 0.433 -3.855 1.101 0.0 0.0 0.0
H 0.960 -6.209 0.698 0.0 0.0 0.0
C 5.972 1.764 0.979 0.0 0.0 0.0
C 4.533 1.251 1.090 -0.1 0.0 0.0
C 3.567 2.441 1.023 -0.1 0.1 -0.1
C 4.327 0.669 2.495 0.0 0.0 0.0
P 4.012 -0.052 -0.184 -0.3 -0.5 -0.1
N 2.471 -0.196 -0.196 -0.6 -0.1 -0.1
C 4.862 -1.692 0.288 0.1 0.0 0.0
C 6.317 -1.623 0.763 0.0 0.0 0.0
C 4.791 -2.645 -0.913 0.0 0.0 0.0
C 4.019 -2.349 1.388 -0.1 0.0 0.1
C 4.663 0.485 -1.882 0.0 0.1 -0.1
C 4.309 1.963 -2.110 -0.1 0.1 0.0
C 3.869 -0.304 -2.940 0.0 0.0 0.0
C 6.164 0.318 -2.138 0.0 0.0 0.0
H 6.177 2.403 1.845 0.0 0.0 0.0
H 6.131 2.372 0.089 0.0 0.0 0.0
H 6.712 0.964 0.981 0.0 0.0 0.0
H 3.861 3.155 1.800 0.0 0.0 0.0
H 2.549 2.118 1.227 -0.1 -0.1 0.0
H 3.562 2.961 0.070 0.0 0.0 0.0
H 4.401 1.488 3.217 0.0 0.0 0.0
H 5.074 -0.076 2.768 0.0 0.0 0.0
H 3.331 0.235 2.585 0.0 0.0 0.0
H 6.983 -1.150 0.041 0.0 0.0 -0.1
H 6.676 -2.647 0.914 0.0 0.0 0.0
H 6.422 -1.103 1.715 0.0 0.0 0.0
H 5.495 -2.387 -1.702 0.0 0.0 0.0
H 3.787 -2.686 -1.331 0.0 0.0 0.0
H 5.041 -3.653 -0.570 0.0 0.0 0.0
H 4.214 -1.930 2.373 0.0 0.0 0.0
H 4.262 -3.416 1.426 0.0 0.0 0.0
H 2.957 -2.248 1.167 0.0 0.0 0.0
H 3.240 2.157 -1.988 0.2 0.0 -0.1
H 4.573 2.212 -3.143 0.0 0.0 0.0
H 4.866 2.639 -1.464 0.0 0.0 0.0
H 2.826 -0.423 -2.642 0.0 0.0 0.0
H 4.290 -1.289 -3.132 0.0 0.0 0.0
H 3.886 0.254 -3.881 0.0 0.0 0.0
H 6.779 0.879 -1.433 0.0 0.0 0.0
H 6.383 0.705 -3.139 0.0 0.0 0.0
H 6.484 -0.722 -2.121 0.0 0.0 0.0


5.
4
Properties=species:S:1:pos:R:3:forces:R:3 method="wB97M-V/def2-TZVPD" homo_energy_ev="-4.1 / -3.5" total_charge=-1 lumo_ev="3.317 / 3.394" gap_ev="7.386 / 6.846" energy_ha=-3122.59407
O -0.386 -1.621 0.350 0.2 1.9 -1.4
O -1.336 1.663 0.031 1.0 -1.7 -0.4
S -0.144 -0.389 -0.506 -1.6 -0.4 1.8
Br 1.866 0.347 0.125 0.4 0.2 0.1


6.
37
Properties=species:S:1:pos:R:3:forces:R:3 method="wB97M-V/def2-TZVPD" homo_energy_ev="-3.2 / -4.8" total_charge=-1 lumo_ev="2.925 / 1.981" gap_ev="6.075 / 6.823" multiplicity=3 energy_ha=-1720.21372
Pt 8.771 7.091 8.687 -0.8 -1.0 1.1
C 6.882 7.407 9.387 0.3 0.9 1.5
C 7.863 7.239 10.523 -0.2 1.4 0.2
C 7.758 5.899 11.012 -1.2 -0.8 -0.7
C 6.752 5.208 10.248 0.2 2.5 0.0
C 6.219 6.153 9.325 -0.3 -2.1 0.1
C 5.123 5.862 8.360 -0.7 -0.5 -0.4
C 6.204 3.871 10.568 -0.5 -0.5 -0.1
C 8.441 5.328 12.196 0.3 -0.7 0.1
C 8.454 8.359 11.357 0.0 0.6 0.6
C 6.286 8.714 8.892 -0.9 0.7 -0.2
H 4.123 5.820 8.878 0.7 0.2 -0.5
H 5.255 4.861 7.877 -0.1 0.8 0.2
H 5.100 6.643 7.569 -0.2 -0.6 0.5
H 6.083 3.757 11.658 0.1 0.0 -0.3
H 6.864 3.060 10.230 -0.2 0.0 0.0
H 5.194 3.733 10.115 0.7 0.0 0.2
H 7.695 4.911 12.901 0.3 0.1 -0.2
H 9.035 6.077 12.717 0.0 0.0 0.1
H 9.125 4.491 11.918 -0.4 0.5 0.2
H 7.749 8.747 12.145 0.5 -0.4 -0.6
H 8.752 9.238 10.750 -0.2 -0.5 0.2
H 9.382 8.026 11.874 -0.6 0.2 -0.4
H 5.195 8.895 9.193 1.3 -0.5 -0.1
H 6.321 8.852 7.776 0.1 -0.3 1.0
H 6.879 9.544 9.310 -0.3 -0.2 -0.2
O 9.774 8.145 4.753 0.7 1.4 -1.0
P 9.587 8.554 6.280 -2.2 -0.5 1.2
O 8.665 9.690 6.608 1.2 -1.1 -1.0
O 9.222 7.143 6.779 -0.5 0.4 -1.9
O 11.069 8.822 6.813 1.5 -0.3 -0.2
P 11.708 8.255 8.240 -1.6 -2.3 0.6
O 11.200 9.495 9.122 0.5 0.2 0.7
O 13.144 7.910 8.225 -0.6 1.1 -0.5
O 10.800 7.075 8.708 2.7 1.5 0.3
H 10.709 7.957 4.628 0.1 -0.1 -0.3
H 11.470 10.346 8.765 0.0 0.0 -0.1